A structure of composition C23H21Cl2LuN4S2 at a distorted geometry. Source: OMol25; level of theory: ωB97M-V/def2-TZVPD.

Each line ends with the Löwdin charge.
Geometry (Å):
Lu  0.07287  1.61438  -0.61756  1.102
C  3.71442  -0.58381  1.65102  -0.107
N  2.39084  -0.06907  1.89797  -0.199
C  1.44205  -1.01672  2.42434  -0.226
C  0.90494  -1.93722  1.32074  -0.168
N  0.53936  -1.19571  0.10831  -0.191
C  1.44945  -1.47634  -0.99846  -0.122
C  -0.85286  -1.39107  -0.19214  -0.324
C  -1.28700  -2.39788  -1.03890  -0.041
C  -2.63419  -2.60089  -1.28791  -0.103
C  -3.56994  -1.79072  -0.67062  -0.119
C  -3.15942  -0.79741  0.19514  -0.161
C  -1.80492  -0.56509  0.44421  -0.694
S  -1.32817  0.70821  1.54329  0.479
C  2.38711  1.18272  2.56618  -0.313
C  2.27521  1.28229  3.94220  -0.051
C  2.16898  2.51976  4.55560  -0.125
C  2.14432  3.66364  3.77376  -0.127
C  2.29302  3.58042  2.40393  -0.128
C  2.43727  2.34276  1.77106  -0.669
S  2.78181  2.19723  0.07115  0.459
H  3.64107  -1.48640  1.04624  0.068
H  4.24789  -0.83154  2.58884  0.081
H  4.27438  0.16970  1.09565  0.049
H  0.59749  -0.44120  2.81132  0.049
H  1.84490  -1.64220  3.24491  0.111
H  0.02174  -2.44947  1.72473  0.124
H  1.64364  -2.71333  1.07252  0.106
H  1.07975  -0.96191  -1.89352  0.022
H  1.55694  -2.55265  -1.21301  0.075
H  2.43118  -1.07323  -0.74977  0.064
H  -0.55181  -3.02505  -1.52462  0.100
H  -2.94289  -3.37381  -1.97820  0.094
H  -4.62274  -1.93587  -0.87593  0.092
H  -3.88547  -0.15282  0.67058  0.086
H  2.27648  0.37945  4.54302  0.103
H  2.07525  2.58126  5.63324  0.081
H  2.00633  4.62980  4.24256  0.086
H  2.26129  4.46767  1.78939  0.092
N  -0.08722  4.99904  -1.49194  -0.121
C  -0.05374  3.93314  -1.02867  -0.489
Cl  0.07895  -1.51169  -4.52909  0.597
C  -1.40617  -0.73246  -4.04088  -0.624
C  -2.56263  -1.15942  -4.62680  -0.195
C  -3.78297  -0.58338  -4.28226  -0.170
C  -3.78909  0.41454  -3.31103  -0.180
C  -2.62047  0.81253  -2.72384  -0.569
Cl  -2.66423  2.04353  -1.47252  0.654
C  -1.29234  0.27700  -3.00063  -0.580
N  -0.20100  0.63045  -2.43539  -0.213
H  -2.52548  -1.95580  -5.36286  0.081
H  -4.69264  -0.90900  -4.76644  0.065
H  -4.72156  0.88362  -3.01890  0.089

Forces on the atoms, in the same order (eV/Å):
0.73 -0.50 0.47
0.01 0.03 0.05
0.06 -0.15 0.61
-0.18 -0.15 -0.05
0.11 0.32 0.51
-0.36 -0.22 -0.39
0.08 -0.08 -0.27
-0.33 0.09 0.10
0.09 -0.15 -0.13
0.09 -0.06 -0.05
-0.16 -0.23 0.02
0.05 0.00 -0.10
0.07 -0.41 0.03
0.11 0.72 0.20
-0.19 0.20 -0.31
0.09 -0.11 0.14
-0.10 0.00 0.16
0.02 0.14 0.29
-0.09 -0.13 -0.17
0.32 -0.08 0.22
-0.51 0.10 -0.88
0.11 -0.08 -0.06
0.01 -0.02 -0.04
0.08 -0.10 0.00
0.16 -0.18 -0.05
0.07 -0.03 0.00
0.15 0.04 -0.09
-0.07 0.06 -0.08
0.12 -0.14 0.16
0.00 -0.03 0.10
0.01 0.03 0.03
0.02 -0.01 -0.09
-0.03 -0.02 -0.07
-0.07 0.04 -0.01
0.00 0.07 0.03
-0.07 -0.03 -0.01
-0.02 0.04 0.02
0.02 0.08 0.01
0.05 0.08 -0.08
0.01 -0.26 0.30
-0.11 0.76 -0.33
0.29 -0.16 -0.09
0.19 0.03 0.20
-0.28 0.00 -0.14
-0.17 -0.15 -0.09
-0.17 0.08 -0.09
0.30 -0.09 0.00
-0.09 0.05 -0.14
-0.89 -0.29 -0.86
0.52 0.82 0.92
0.05 0.05 0.00
-0.11 0.02 0.04
0.00 0.02 0.06

Properties
DFT total energy: -4060.4929 Eh
total charge: -2